The following is a quantum chemistry calculation of 4 unconnected molecules or ions with the total composition C35H88IN11O4P3S in a non-equilibrium geometry, from the OMol25 dataset.

Properties
- HOMO-LUMO gap (eV) = 6.17
- HOMO (eV) = -9.3

Geometry as ORCA input:
```
! RIJCOSX wB97M-V def2-TZVPD def2/J DEFGRID3
* xyz 1 1
C -3.772 -7.144 -2.715
C -2.579 -7.012 -3.719
C -2.499 -5.624 -4.443
C -1.945 -5.781 -5.914
C -2.538 -4.708 -6.889
C -1.558 -3.543 -7.239
C -0.783 -3.005 -5.997
C 0.746 -3.383 -5.952
C 1.205 -4.103 -4.647
C 1.880 -3.158 -3.593
C 1.309 -3.440 -2.155
N 0.423 -2.390 -1.652
C -0.749 -2.190 -2.491
C -1.619 -0.982 -2.008
N -1.470 -0.690 -0.538
S -2.964 0.133 -0.008
C -1.241 -1.938 0.226
C -1.100 -1.703 1.769
C -2.061 -2.618 2.577
O -2.980 -2.192 3.115
I -1.685 -4.752 2.722
C 0.036 -2.705 -0.254
H -3.401 -6.865 -1.713
H -4.599 -6.478 -3.018
H -4.150 -8.179 -2.746
H -2.597 -7.833 -4.459
H -1.633 -7.128 -3.150
H -1.774 -5.007 -3.881
H -3.508 -5.177 -4.495
H -2.194 -6.797 -6.262
H -0.845 -5.671 -5.838
H -3.482 -4.340 -6.441
H -2.835 -5.183 -7.846
H -0.879 -3.817 -8.067
H -2.191 -2.704 -7.595
H -0.836 -1.894 -6.026
H -1.249 -3.298 -5.038
H 1.332 -2.453 -6.089
H 0.956 -4.014 -6.834
H 0.362 -4.657 -4.188
H 1.930 -4.885 -4.952
H 2.980 -3.198 -3.620
H 1.586 -2.111 -3.821
H 0.879 -4.465 -2.112
H 2.191 -3.447 -1.478
H -0.495 -1.946 -3.536
H -1.379 -3.113 -2.468
H -2.671 -1.085 -2.311
H -1.224 -0.089 -2.533
H -0.687 -0.049 -0.358
H -3.235 0.904 -1.106
H -2.096 -2.605 -0.004
H -1.369 -0.667 2.075
H -0.057 -1.840 2.105
H 0.926 -2.449 0.351
H -0.164 -3.797 -0.143
O -0.680 1.773 3.230
P -0.221 2.685 4.357
N 1.288 1.893 4.615
C 1.877 1.503 5.884
C 2.252 1.969 3.522
N -1.386 2.133 5.501
C -1.089 1.670 6.845
C -2.536 1.395 4.992
N 0.191 3.980 5.477
C -0.926 4.959 5.607
C 1.369 4.794 5.102
H 1.978 2.328 6.597
H 2.875 1.079 5.767
H 1.296 0.706 6.350
H 2.689 2.971 3.422
H 1.775 1.727 2.568
H 3.070 1.259 3.645
H -0.787 0.616 6.850
H -1.978 1.756 7.479
H -0.324 2.268 7.338
H -2.278 0.357 4.749
H -2.944 1.871 4.102
H -3.344 1.380 5.728
H -1.142 5.445 4.651
H -0.675 5.726 6.341
H -1.841 4.487 5.956
H 1.301 5.163 4.076
H 2.298 4.236 5.211
H 1.469 5.649 5.771
O -4.225 0.166 -10.394
P -2.989 0.896 -10.882
N -1.870 -0.330 -10.405
C -0.617 -0.159 -9.702
C -1.978 -1.607 -11.105
N -3.054 2.147 -9.695
C -1.957 2.543 -8.833
C -4.310 2.331 -8.978
N -1.733 1.813 -11.707
C -2.279 3.071 -12.292
C -1.082 1.119 -12.839
H 0.076 0.538 -10.189
H -0.075 -1.100 -9.591
H -0.788 0.181 -8.677
H -1.615 -1.546 -12.140
H -3.019 -1.937 -11.147
H -1.424 -2.400 -10.602
H -1.887 1.896 -7.949
H -2.108 3.567 -8.476
H -0.998 2.556 -9.349
H -4.443 1.575 -8.195
H -5.158 2.284 -9.656
H -4.346 3.318 -8.508
H -3.044 2.860 -13.045
H -1.481 3.652 -12.757
H -2.724 3.712 -11.534
H -1.811 0.716 -13.547
H -0.439 0.307 -12.500
H -0.422 1.802 -13.376
O 4.234 2.732 8.845
P 3.983 2.551 10.340
N 3.441 4.187 10.523
C 3.835 5.146 11.537
C 2.188 4.526 9.858
N 5.649 2.447 10.768
C 6.321 3.283 11.745
C 6.594 2.102 9.712
N 3.558 2.217 12.019
C 3.907 0.818 12.396
C 2.123 2.348 12.349
H 3.688 4.792 12.564
H 3.276 6.079 11.449
H 4.880 5.438 11.417
H 1.317 4.081 10.359
H 2.189 4.162 8.826
H 2.029 5.603 9.804
H 6.635 4.238 11.309
H 7.223 2.783 12.115
H 5.715 3.472 12.629
H 6.808 2.960 9.066
H 6.215 1.288 9.098
H 7.538 1.752 10.137
H 3.353 0.092 11.794
H 3.684 0.641 13.450
H 4.968 0.617 12.270
H 1.491 1.783 11.658
H 1.800 3.388 12.345
H 1.930 1.992 13.362
*
```

Atom charges from the Mulliken analysis, given in e for atoms 1 to 8:
1. C -1.06
2. C -0.49
3. C 0.45
4. C -0.62
5. C -1.15
6. C -0.65
7. C 0.33
8. C -1.28



The following is a quantum chemistry calculation of 4 unconnected molecules or ions with the total composition C35H89N10O8P4 in a non-equilibrium geometry, from the OMol25 dataset.

Properties
- HOMO-LUMO gap (alpha / beta) (eV) = 8.09 / 8.06
- HOMO (alpha / beta) (eV) = -7.7 / -7.7

Geometry as ORCA input:
```
! RIJCOSX wB97M-V def2-TZVPD def2/J DEFGRID3
* xyz 0 2
C -1.969 -6.838 1.267
C -2.788 -6.430 0.038
O -2.022 -5.646 -0.898
P -2.518 -4.164 -1.245
O -2.052 -3.863 -2.607
C -1.693 -2.993 -0.122
C -1.291 -1.721 -0.885
C -0.892 -0.556 0.048
C 0.225 -1.003 1.013
O -0.254 -1.707 2.149
C -0.089 -1.036 3.389
C -2.172 -0.078 0.786
C -2.873 1.160 0.217
C -3.985 1.524 1.221
C -3.579 0.938 -1.136
N -1.998 2.349 0.116
O -2.508 3.289 -0.581
C -0.564 2.024 -0.179
C 0.234 2.302 1.102
C -0.041 3.023 -1.218
C -0.346 0.627 -0.778
O -4.121 -4.032 -1.232
C -4.691 -2.950 -0.483
C -4.862 -3.222 1.016
H -2.242 -6.184 2.096
H -2.318 -7.825 1.573
H -0.900 -6.829 1.085
H -3.097 -7.331 -0.493
H -3.701 -5.945 0.375
H -0.765 -3.487 0.173
H -2.229 -2.788 0.802
H -0.458 -1.944 -1.553
H -2.088 -1.358 -1.534
H 0.898 -0.189 1.277
H 0.839 -1.713 0.445
H 0.721 -1.503 3.958
H 0.147 0.022 3.284
H -1.004 -1.182 3.965
H -2.934 -0.848 0.880
H -1.874 0.163 1.811
H -4.730 0.728 1.264
H -3.555 1.647 2.216
H -4.475 2.442 0.905
H -3.951 -0.075 -1.265
H -2.908 1.161 -1.965
H -4.418 1.623 -1.226
H 1.310 2.310 0.938
H -0.079 1.632 1.899
H -0.024 3.315 1.413
H -0.068 4.047 -0.862
H -0.527 2.900 -2.184
H 1.012 2.784 -1.389
H 0.730 0.533 -0.939
H -0.800 0.590 -1.771
H -4.183 -2.006 -0.669
H -5.689 -2.816 -0.897
H -4.429 -4.170 1.328
H -4.420 -2.443 1.639
H -5.922 -3.258 1.262
O 0.656 3.573 4.530
P -0.441 4.082 5.426
N 0.074 5.734 5.468
C -0.049 6.657 6.573
C 0.083 6.423 4.181
N -0.045 3.190 6.868
C 0.671 3.811 7.968
C 0.561 1.888 6.597
N -2.021 4.392 5.963
C -2.905 5.081 5.024
C -2.560 4.262 7.300
H -1.077 7.011 6.753
H 0.565 7.538 6.380
H 0.340 6.247 7.501
H -0.925 6.710 3.850
H 0.521 5.784 3.413
H 0.696 7.325 4.226
H 1.634 4.242 7.661
H 0.863 3.068 8.745
H 0.073 4.576 8.464
H 1.627 1.969 6.355
H 0.066 1.386 5.767
H 0.459 1.248 7.478
H -2.898 6.166 5.182
H -3.933 4.731 5.121
H -2.604 4.887 3.994
H -2.260 5.100 7.937
H -2.269 3.328 7.772
H -3.653 4.252 7.265
O -1.842 -9.848 -3.955
P -0.950 -8.854 -4.639
N -2.094 -7.671 -5.115
C -2.044 -6.831 -6.289
C -2.827 -7.042 -4.017
N -0.395 -9.864 -5.951
C -0.912 -9.702 -7.297
C -0.384 -11.289 -5.627
N 0.435 -7.883 -4.726
C 0.548 -6.827 -3.717
C 1.422 -7.805 -5.782
H -1.289 -6.031 -6.237
H -3.013 -6.350 -6.431
H -1.880 -7.400 -7.200
H -2.216 -6.309 -3.483
H -3.156 -7.797 -3.300
H -3.729 -6.543 -4.373
H -2.006 -9.793 -7.348
H -0.476 -10.461 -7.952
H -0.608 -8.752 -7.739
H -1.380 -11.740 -5.705
H -0.016 -11.462 -4.618
H 0.282 -11.813 -6.317
H 0.149 -5.872 -4.076
H 1.588 -6.673 -3.424
H 0.004 -7.097 -2.810
H 1.054 -7.222 -6.633
H 1.736 -8.786 -6.125
H 2.325 -7.312 -5.413
O 3.749 4.435 -0.657
P 4.909 5.354 -0.896
N 4.079 6.788 -1.356
C 4.534 7.797 -2.286
C 3.171 7.335 -0.352
N 5.634 4.520 -2.246
C 5.494 5.014 -3.604
C 5.375 3.081 -2.248
N 6.388 6.058 -0.464
C 6.391 6.874 0.748
C 7.608 6.145 -1.240
H 5.346 8.432 -1.896
H 3.703 8.456 -2.541
H 4.854 7.374 -3.233
H 3.703 7.859 0.453
H 2.579 6.537 0.097
H 2.466 8.033 -0.806
H 4.445 5.131 -3.910
H 5.976 4.321 -4.297
H 6.022 5.957 -3.751
H 4.379 2.839 -2.637
H 5.455 2.663 -1.247
H 6.117 2.580 -2.876
H 6.227 7.936 0.525
H 7.337 6.782 1.284
H 5.609 6.548 1.437
H 7.545 6.928 -2.002
H 7.862 5.201 -1.713
H 8.449 6.390 -0.587
*
```

Atom charges from the Mulliken analysis, given in e for atoms 1 to 8:
1. C -1.31
2. C -0.01
3. O -0.07
4. P 0.16
5. O -0.83
6. C -0.32
7. C -2.06
8. C 3.46



The following is a quantum chemistry calculation of a molecular structure, C35H91N6NaO9 in a non-equilibrium geometry, from the OMol25 dataset.

Properties
- HOMO-LUMO gap (eV) = 6.01
- HOMO (eV) = -6.8

Geometry as ORCA input:
```
! RIJCOSX wB97M-V def2-TZVPD def2/J DEFGRID3
* xyz 0 1
Na -1.324 -0.864 3.737
C 0.873 -0.649 0.374
C -0.462 -1.364 0.554
O -0.509 -2.184 1.669
H 1.639 -1.423 0.416
H 0.971 0.070 1.187
H 1.020 -0.175 -0.597
H -0.599 -1.877 -0.398
H -1.266 -0.628 0.531
C -4.762 -2.593 -2.160
C -3.875 -1.805 -1.235
C -4.254 -0.392 -0.772
O -4.555 0.414 -1.876
C -4.645 1.813 -1.586
N -3.678 -2.728 -0.090
H -4.847 -1.971 -3.052
H -5.757 -2.605 -1.716
H -4.388 -3.596 -2.364
H -2.894 -1.762 -1.708
H -3.500 0.077 -0.140
H -5.136 -0.451 -0.134
H -3.704 2.333 -1.410
H -5.436 1.873 -0.838
H -5.103 2.247 -2.475
H -2.948 -2.300 0.462
H -4.422 -2.674 0.591
C -1.317 2.317 1.034
C -2.071 2.676 2.290
C -3.564 3.092 2.066
O -3.669 4.273 1.373
C -3.424 5.458 2.058
N -1.765 1.717 3.330
H -1.284 3.215 0.417
H -1.733 1.463 0.498
H -0.293 1.992 1.221
H -1.557 3.596 2.569
H -4.210 3.212 2.936
H -4.108 2.315 1.528
H -2.391 5.550 2.393
H -4.033 5.508 2.960
H -3.642 6.299 1.400
H -2.320 1.868 4.161
H -0.888 1.989 3.751
C 1.418 6.126 3.575
C 2.393 5.298 2.804
C 2.008 4.853 1.313
O 2.870 3.823 0.889
C 2.216 3.063 -0.151
N 3.620 6.012 2.714
H 0.894 6.929 3.057
H 1.810 6.580 4.486
H 0.619 5.458 3.897
H 2.657 4.397 3.358
H 2.134 5.612 0.541
H 0.944 4.621 1.376
H 1.617 2.251 0.260
H 3.013 2.660 -0.777
H 1.608 3.660 -0.831
H 3.449 6.975 2.462
H 4.288 5.727 2.012
C -3.335 -6.277 -0.631
C -1.967 -5.981 0.067
C -0.962 -5.039 -0.650
O 0.336 -5.206 -0.066
C 1.360 -4.543 -0.824
N -2.308 -5.499 1.411
H -3.764 -5.326 -0.944
H -4.092 -6.757 -0.011
H -3.072 -6.812 -1.543
H -1.616 -7.013 0.084
H -1.306 -4.009 -0.739
H -0.952 -5.411 -1.674
H 2.340 -4.985 -0.645
H 1.419 -3.465 -0.673
H 1.220 -4.586 -1.905
H -2.737 -4.596 1.269
H -3.051 -6.091 1.753
C 2.486 1.177 3.428
C 1.947 0.955 4.863
C 1.555 2.282 5.609
O 2.604 3.207 5.731
C 2.267 4.212 6.746
N 0.822 0.061 4.955
H 3.381 1.794 3.347
H 1.723 1.735 2.885
H 2.579 0.326 2.754
H 2.715 0.426 5.428
H 1.287 1.980 6.621
H 0.703 2.746 5.112
H 2.227 3.780 7.745
H 1.432 4.865 6.492
H 3.138 4.866 6.803
H 0.627 -0.158 5.921
H 0.890 -0.872 4.574
C 1.203 -1.426 -7.473
C -0.036 -1.315 -6.383
C 0.199 -2.531 -5.450
C -0.693 -2.512 -4.194
C -0.249 -1.271 -3.392
C -0.342 0.050 -4.216
N 0.224 -0.154 -5.550
O 0.369 1.021 -6.318
C -1.818 0.539 -4.303
C 0.388 1.183 -3.443
C -1.386 -1.463 -7.046
H 2.184 -1.261 -7.027
H 1.176 -0.721 -8.304
H 1.327 -2.468 -7.768
H -0.095 -3.463 -5.932
H 1.209 -2.581 -5.043
H -0.720 -3.416 -3.585
H -1.753 -2.344 -4.383
H 0.813 -1.361 -3.162
H -0.899 -1.184 -2.522
H -1.927 1.341 -5.033
H -2.552 -0.229 -4.547
H -2.095 1.000 -3.354
H 1.448 1.028 -3.244
H 0.427 2.117 -4.004
H -0.050 1.416 -2.472
H -2.275 -1.447 -6.415
H -1.426 -2.482 -7.431
H -1.448 -0.877 -7.963
H 1.319 1.161 -6.322
C 4.138 -2.420 4.042
C 3.599 -2.421 2.628
O 3.124 -3.759 2.279
H 4.642 -1.507 4.358
H 4.839 -3.239 4.203
H 3.269 -2.614 4.671
H 4.297 -1.917 1.958
H 2.739 -1.755 2.693
H 3.886 -4.284 2.026
C 4.060 -0.508 -1.034
C 4.733 -1.885 -0.768
O 5.277 -2.493 -1.948
H 3.806 0.014 -0.112
H 3.124 -0.519 -1.594
H 4.724 0.095 -1.654
H 4.033 -2.544 -0.254
H 5.585 -1.767 -0.099
H 5.986 -1.986 -2.349
*
```

Atom charges from the Mulliken analysis, given in e for atoms 1 to 8:
1. Na 0.73
2. C 2.14
3. C 2.13
4. O -1.10
5. H -0.47
6. H -1.13
7. H -0.31
8. H -0.95